one:
24
Properties=species:S:1:pos:R:3:mulliken_charge:R:1 method="wB97M-V/def2-TZVPD" orbital_gap_ev=8.261 spin_multiplicity=1
C 2.231 -0.099 -0.603 -1.88
C 0.737 0.129 -0.681 0.61
C 0.308 0.988 -1.695 0.86
C -1.105 1.393 -1.740 -0.53
C -1.916 0.781 -0.865 -0.55
C -1.503 -0.308 -0.012 0.87
C -2.443 -0.694 0.942 -0.73
C -1.990 -1.462 2.087 -0.29
C -0.536 -1.516 2.484 -0.62
C 0.385 -0.796 1.596 -0.66
C -0.148 -0.396 0.277 0.43
H 3.590 0.465 1.376 0.25
H 2.330 1.886 0.012 0.34
H 2.356 -1.032 -0.206 0.80
H 2.627 -0.225 -1.553 0.44
H 0.563 1.388 -3.621 0.36
H -1.432 1.939 -2.655 0.26
H -3.077 0.457 -1.108 0.14
H -3.682 -0.971 0.806 0.16
H -2.842 -1.769 2.749 0.30
H -0.285 -1.624 3.648 0.26
H 1.435 -0.887 1.531 0.36
N 3.202 0.854 -0.037 -0.59
O 1.196 1.500 -2.733 -0.57


two:
24
Properties=species:S:1:pos:R:3:mulliken_charge:R:1 method="wB97M-V/def2-TZVPD" orbital_gap_ev=8.404 spin_multiplicity=1
C 0.245 -0.383 1.265 -0.67
C 1.342 -0.144 0.565 -0.04
C 3.128 0.892 -1.059 -0.90
C -0.608 -0.268 -1.365 -0.25
C 2.904 0.438 -2.291 -0.54
C 0.372 -0.309 -2.440 -0.23
C -1.273 -0.103 1.227 0.56
C 1.643 0.773 -0.614 0.06
C -1.306 -1.221 -0.725 -0.46
C 1.455 0.305 -2.072 -0.17
C -3.146 0.281 2.582 -0.76
N -1.951 -0.903 0.432 -0.51
O -1.793 0.441 2.364 -0.35
H 0.368 -0.799 2.273 0.34
H 2.230 -0.687 0.961 0.33
H 4.007 1.376 -0.733 0.41
H -0.566 0.630 -0.849 0.72
H 3.714 0.236 -3.055 0.31
H 0.119 -0.838 -3.346 0.47
H 1.144 1.805 -0.450 0.41
H -1.392 -2.298 -0.894 0.34
H -3.420 -0.659 3.030 0.31
H -3.866 0.529 1.781 0.30
H -3.351 0.907 3.412 0.31


Ranked by calculated energy, most stable first: two, one.


one:
9
Properties=species:S:1:pos:R:3:mulliken_charge:R:1 method="wB97M-V/def2-TZVPD" smiles=Fc1ccco1 orbital_gap_ev=9.900 spin_multiplicity=1
C 1.194 -0.051 -0.011 0.27
C 0.307 0.979 0.014 -0.33
C -1.004 0.374 -0.071 -0.38
C -0.772 -0.949 0.003 -0.35
H 0.511 1.999 0.124 0.46
H -1.958 0.867 -0.086 0.38
H -1.318 -1.834 0.076 0.45
O 0.562 -1.205 -0.013 -0.26
F 2.478 -0.181 -0.036 -0.25


two:
9
Properties=species:S:1:pos:R:3:mulliken_charge:R:1 method="wB97M-V/def2-TZVPD" smiles="O=C=CF.C#C" orbital_gap_ev=9.318 spin_multiplicity=1
C 1.458 2.473 1.009 -0.35
C 1.253 1.491 0.332 -0.42
C -1.921 -1.481 -0.326 0.64
C -0.664 -1.507 -0.671 -0.38
O -2.981 -1.551 0.126 -0.30
F -0.266 -2.041 -1.863 -0.26
H 2.002 3.206 1.651 0.32
H 0.942 0.687 -0.245 0.44
H 0.178 -1.278 -0.012 0.31


Ranked by calculated energy, most stable first: one, two.


one:
17
Properties=species:S:1:pos:R:3:mulliken_charge:R:1 method="wB97M-V/def2-TZVPD" orbital_gap_ev=10.301 spin_multiplicity=1
C 0.340 0.560 2.259 -0.58
C -1.069 0.082 -0.637 -0.52
C -0.793 0.857 -1.947 -0.44
C 1.060 -1.133 -0.444 0.00
H 1.401 0.665 2.156 0.27
H 0.089 0.281 3.230 0.30
H -0.122 1.501 2.031 0.24
H -1.681 0.715 -0.045 0.41
H -1.635 -0.824 -0.891 0.29
H -1.699 1.189 -2.373 0.34
H -0.119 1.696 -1.776 0.30
H 1.195 -1.025 -1.560 0.33
H 1.478 -1.945 1.212 0.28
N 0.176 -0.171 0.087 0.08
N 1.748 -1.991 0.184 -0.68
O -0.146 -0.473 1.424 -0.34
F -0.222 0.018 -2.909 -0.29


two:
17
Properties=species:S:1:pos:R:3:mulliken_charge:R:1 method="wB97M-V/def2-TZVPD" smiles="C=NN[C@H](CO)CF" orbital_gap_ev=9.230 spin_multiplicity=1
C 0.258 1.393 -0.133 -0.58
C 0.565 0.097 0.532 0.10
C 1.067 -1.044 -0.394 -0.52
C -2.258 -0.400 0.155 -0.22
H 1.315 1.339 -1.706 0.35
H 0.009 2.196 0.573 0.36
H -0.676 1.321 -0.740 0.24
H 1.560 0.384 1.024 0.27
H 0.902 -2.067 -0.045 0.31
H 2.090 -0.759 -0.531 0.36
H -0.220 -0.223 2.561 0.31
H -1.645 -0.027 -0.782 0.12
H -3.316 -0.841 0.278 0.32
N -0.360 -0.376 1.551 0.25
N -1.645 -0.680 1.363 -0.78
O 1.459 1.758 -0.804 -0.55
F 0.506 -0.919 -1.730 -0.33


Ranked by calculated energy, most stable first: one, two.


one:
55
Properties=species:S:1:pos:R:3:mulliken_charge:R:1 method="wB97M-V/def2-TZVPD" orbital_gap_ev=10.657 charge=+1 spin_multiplicity=1
O -1.402 3.855 0.492 -0.63
H -4.278 1.210 -0.228 0.30
H -1.931 3.060 0.471 0.37
O -0.421 -5.318 -1.459 -0.58
H 4.630 -1.147 3.200 0.32
O -2.217 -3.369 -2.305 -0.56
H -3.041 -2.991 -2.624 0.33
H -0.309 2.003 -5.538 0.30
O 1.180 3.452 2.990 -0.64
H 0.378 -5.734 -1.112 0.28
H 0.795 3.119 3.791 0.29
O 0.860 3.811 -0.306 -0.50
H 1.244 3.924 0.610 0.42
H -0.146 3.572 0.193 0.41
O 4.168 -0.946 4.020 -0.61
H 3.605 -0.207 3.799 0.28
H 0.097 1.060 -4.238 0.33
O 4.630 1.024 1.622 -0.63
H 0.677 -4.431 2.184 0.32
H 2.379 1.270 -2.245 0.36
O -0.712 -1.622 -3.581 -0.54
H -1.462 -1.806 -4.122 0.25
H -0.520 -2.546 -3.265 0.29
O -1.537 -0.392 -0.543 -0.53
H -0.607 -0.715 -0.575 0.25
H -3.868 -4.067 -0.568 0.32
O 0.168 1.877 -4.732 -0.64
H 5.577 1.297 1.489 0.33
H 0.862 2.793 2.331 0.38
O -0.618 1.763 1.903 -0.60
H -0.740 1.228 1.124 0.29
H -0.433 1.204 2.664 0.26
O -1.948 4.678 2.985 -0.68
H -2.218 4.098 3.689 0.34
H -1.129 5.058 3.337 0.34
O -3.862 1.225 0.619 -0.60
H -1.795 -0.925 -1.308 0.28
H -3.376 0.424 0.787 0.29
O 0.541 -1.688 2.381 -0.63
H 0.446 -2.397 1.695 0.37
H 1.463 -1.452 2.446 0.31
O 2.159 -0.539 -2.672 -0.62
H 1.477 -0.781 -3.383 0.33
H 2.212 -1.274 -2.087 0.27
O -4.738 -3.864 -0.868 -0.62
H -1.434 4.072 1.519 0.52
H 1.306 3.151 -0.932 0.47
O 2.439 1.988 -1.516 -0.68
H -2.515 -4.231 -1.840 0.24
H 3.390 1.947 -1.300 0.30
O 0.969 -4.083 1.354 -0.62
H -0.958 -5.935 -1.950 0.30
H 1.073 -4.675 0.626 0.26
H 4.377 1.894 1.964 0.30
H -4.890 -2.925 -0.990 0.30


two:
55
Properties=species:S:1:pos:R:3:mulliken_charge:R:1 method="wB97M-V/def2-TZVPD" orbital_gap_ev=9.779 charge=+1 spin_multiplicity=1
O 5.174 -0.202 -0.745 -0.47
H 0.972 5.045 0.547 0.26
H 4.774 -0.708 -1.507 0.53
O -2.640 -1.395 -0.328 -0.64
H -3.484 -1.052 2.938 0.30
O -3.894 -2.209 -3.505 -0.58
H -4.772 -2.104 -3.828 0.28
H -1.622 -4.449 1.331 0.30
O -2.553 -3.879 -2.422 -0.65
H -2.373 -2.186 0.267 0.36
H -2.266 -2.954 -2.596 0.34
O -2.803 1.123 1.670 -0.65
H -2.959 0.419 0.995 0.29
H 3.416 -2.097 -2.825 0.37
O -3.578 -2.056 3.237 -0.60
H -4.500 -2.153 3.485 0.29
H 1.756 -0.492 0.721 0.31
O -1.250 2.662 3.312 -0.60
H 2.617 1.171 0.079 0.36
H -0.438 -0.561 5.366 0.29
O 0.509 2.323 1.471 -0.50
H -0.226 1.995 2.083 0.35
H 1.047 1.596 1.373 0.23
O -0.191 2.945 -4.177 -0.61
H -0.713 3.834 -4.230 0.36
H -2.289 -4.414 2.585 0.29
O 2.562 -0.469 1.233 -0.66
H -1.217 2.316 4.191 0.32
H -3.440 -4.015 -3.075 0.35
O 0.363 0.264 -0.866 -0.41
H -0.004 -0.619 -1.098 0.28
H -0.166 0.919 -1.415 0.20
O 3.121 3.799 -0.223 -0.47
H 2.636 3.847 0.520 0.26
H 4.267 0.186 -0.405 0.47
O 0.042 5.388 0.412 -0.62
H -0.607 2.717 -3.338 0.25
H -0.488 5.212 1.239 0.33
O 3.750 -1.205 -2.606 -0.69
H 2.149 -0.446 2.207 0.34
H 2.897 -1.100 -2.002 0.33
O 1.606 -4.077 -3.412 -0.66
H 3.308 4.723 -0.450 0.28
H 1.550 -4.256 -4.359 0.33
O -2.041 -3.743 1.967 -0.60
H 2.084 -4.916 -3.144 0.34
H -2.575 1.880 1.083 0.31
O -1.274 -0.424 5.776 -0.64
H -3.660 -1.298 -3.551 0.25
H -1.918 -0.804 5.061 0.34
O 3.427 1.356 -0.532 -0.81
H -3.325 -1.634 -0.860 0.28
H 3.122 1.969 -1.303 0.34
H -2.024 2.348 3.007 0.30
H 5.822 0.454 -1.202 0.44


Ranked by calculated energy, most stable first: one, two.